<A>
# C4H14N2O2

A 2-piece molecular cluster, C4H14N2O2 overall (the ωB97M-V functional and the def2-TZVPD basis, the Open Molecules 2025 dataset).

Computed properties:
**LUMO level**: 0.4800 eV
**M**: 122.17 g mol⁻¹
**Total charge**: 0
**SMILES string**: NCCCNCO.O

Structure (XYZ):
```
22
C4H14N2O2, DFT the ωB97M-V functional and the def2-TZVPD basis
C 0.54972 -0.94663 1.29545
C 0.69541 -0.87724 -0.23984
C -0.60610 -1.41267 -0.94545
N -0.16860 -2.20945 -2.10419
N 0.70087 0.27488 2.09193
C -0.39873 1.16055 2.22525
O -0.29538 2.38483 1.43478
H -0.43866 -1.34270 1.53096
H 1.23098 -1.66660 1.75210
H 0.66686 0.12585 -0.68174
H 1.68335 -1.20731 -0.55255
H -1.27613 -2.06916 -0.39671
H -1.14423 -0.56455 -1.35451
H 0.50932 -2.93343 -1.94969
H 0.02791 -1.67898 -2.93451
H 1.53682 0.79321 1.88155
H -1.37539 0.68820 2.16850
H -0.30520 1.71447 3.17093
H -0.31949 2.19267 0.48748
H -0.53889 3.19418 -1.86757
H -0.14827 2.11939 -2.92640
O -0.58617 2.26052 -2.08577
```

<B>
# C4H14N2O2

A 3-piece molecular cluster, C4H14N2O2 overall (the ωB97M-V functional and the def2-TZVPD basis, the Open Molecules 2025 dataset).

Computed properties:
**LUMO level**: 0.7925 eV
**M**: 122.17 g mol⁻¹
**Total charge**: 0
**SMILES string**: CCC/N=C\N.O.O

Structure (XYZ):
```
22
C4H14N2O2, DFT the ωB97M-V functional and the def2-TZVPD basis
C -1.98912 0.72430 -1.61989
C -0.78124 0.85527 -0.69978
C -0.76941 -0.49886 0.02619
N 1.29140 -2.29265 -1.02962
C 1.35691 -1.52848 0.14062
N 0.51880 -0.78758 0.71636
H -1.90403 -0.10825 -2.31580
H -2.93144 0.67662 -1.06485
H -2.22501 1.62877 -2.18662
H 0.19143 1.06505 -1.16166
H -0.90685 1.73453 -0.02764
H -0.90496 -1.26618 -0.73097
H -1.46606 -0.48354 0.86659
H 2.07545 -2.22918 -1.66368
H 0.46653 -2.76228 -1.35782
H 2.38128 -1.63710 0.50681
H 2.41149 0.19665 1.85924
H 2.38560 1.50123 1.07698
O 2.98435 0.80910 1.37025
H -1.34054 1.58830 2.91316
H -0.00884 1.17587 2.28319
O -0.83574 1.63841 2.09892
```

The data favor <B>; the next most stable structure lies 0.567 eV above it.

<A>
# C3H3N2OS

An isolated ion of composition C3H3N2OS and charge -1 (the ωB97M-V functional and the def2-TZVPD basis, the Open Molecules 2025 dataset).

Computed properties:
**LUMO level**: 4.0859 eV
**M**: 115.14 g mol⁻¹
**Total charge**: -1
**SMILES string**: Nc1nocc1[S-]

Structure (XYZ):
```
10
C3H3N2OS, DFT the ωB97M-V functional and the def2-TZVPD basis
C 1.59199 -0.58039 -0.00213
C 0.31742 -0.90926 0.25788
C -0.38474 0.40905 -0.16594
N 0.60322 1.34778 -0.38337
N -1.72402 0.75200 -0.16817
O 1.77052 0.68517 -0.33108
S -0.24925 -2.47891 0.68683
H 2.39859 -1.28002 0.13777
H -2.45189 0.31417 0.41200
H -1.87185 1.74039 -0.44381
```

<B>
# C3H3N2OS

An isolated ion of composition C3H3N2OS and charge -1 (the ωB97M-V functional and the def2-TZVPD basis, the Open Molecules 2025 dataset).

Computed properties:
**LUMO level**: 3.8485 eV
**M**: 115.14 g mol⁻¹
**Total charge**: -1
**SMILES string**: N#CN[C@H]1O[C@@H]1[S-]

Structure (XYZ):
```
10
C3H3N2OS, DFT the ωB97M-V functional and the def2-TZVPD basis
C -0.26720 -0.62073 -0.40496
C -1.27416 0.19419 0.28955
C 1.88505 0.14772 0.32094
N 1.02194 -0.03605 -0.68113
N 2.60481 0.48463 1.15097
O -0.33915 -0.93169 0.98255
S -2.90292 0.11792 -0.06805
H -0.54858 -1.54825 -0.95705
H -0.93705 1.23576 0.44762
H 0.75726 0.95651 -1.08044
```

The data favor <A>; the next most stable structure lies 0.549 eV above it.

<A>
# C3H5NOS

One molecule with the formula C3H5NOS (the ωB97M-V functional and the def2-TZVPD basis, the Open Molecules 2025 dataset).

Computed properties:
**LUMO level**: 0.8457 eV
**M**: 103.15 g mol⁻¹
**Total charge**: 0
**SMILES string**: C#C[S@](C)(=N)=O

Structure (XYZ):
```
11
C3H5NOS, DFT the ωB97M-V functional and the def2-TZVPD basis
C 2.60652 0.19756 -0.20742
C 1.39788 0.20127 -0.11540
C -1.00043 -1.07957 0.36430
N -1.12408 1.02740 -1.21629
O -0.39046 1.36200 1.31392
S -0.31586 0.58323 0.10163
H 3.62469 -0.10188 -0.20074
H -1.88774 -1.33759 -0.27124
H -0.22263 -1.96185 0.21310
H -1.30120 -0.92228 1.40236
H -1.38668 2.03171 -1.38423
```

<B>
# C3H5NOS

C3H5NOS as an isolated structure (the ωB97M-V functional and the def2-TZVPD basis, the Open Molecules 2025 dataset).

Computed properties:
**LUMO level (spin up / spin down)**: -1.4550 / -1.3669 eV
**M**: 103.15 g mol⁻¹
**Total charge**: 0

Structure (XYZ):
```
11
C3H5NOS, DFT the ωB97M-V functional and the def2-TZVPD basis
C -1.77123 0.86348 0.05674
C 1.05683 0.20025 -0.45653
C 0.60787 -0.37265 0.86899
N -1.92503 1.93403 -0.35569
O -1.55148 -1.61348 -1.17937
S -1.30245 -0.61246 0.80347
H 0.76028 -0.37671 -1.29706
H 0.56547 1.11117 -0.54361
H 2.07488 0.17601 -0.63095
H 0.75237 0.20533 1.75448
H 0.73249 -1.51498 0.97953
```

<C>
# C3H5NOS

One molecule with the formula C3H5NOS (the ωB97M-V functional and the def2-TZVPD basis, the Open Molecules 2025 dataset).

Computed properties:
**LUMO level**: 0.6868 eV
**M**: 103.15 g mol⁻¹
**Total charge**: 0
**SMILES string**: C=CSC(N)=O

Structure (XYZ):
```
11
C3H5NOS, DFT the ωB97M-V functional and the def2-TZVPD basis
C -2.62618 0.07422 0.03061
C -1.33450 0.33496 0.02791
C 1.38901 0.13801 -0.09539
N 2.57149 -0.55435 -0.05892
O 1.37808 1.32833 -0.06417
S -0.07880 -0.87317 -0.15429
H -3.48805 0.89278 0.01897
H -3.08516 -0.90108 -0.25285
H -0.86802 1.23913 0.10749
H 3.43677 -0.14223 0.22877
H 2.70537 -1.53659 0.21188
```

<D>
# C3H5NOS

One molecule with the formula C3H5NOS (the ωB97M-V functional and the def2-TZVPD basis, the Open Molecules 2025 dataset).

Computed properties:
**LUMO level**: 0.8773 eV
**M**: 103.15 g mol⁻¹
**Total charge**: 0
**SMILES string**: C1=NSCOC1

Structure (XYZ):
```
11
C3H5NOS, DFT the ωB97M-V functional and the def2-TZVPD basis
C -0.76884 -1.13273 0.28263
C 1.04716 0.11742 -0.31354
C 0.07721 1.32806 0.00422
H -0.45818 -0.84351 1.26981
H -1.02141 -2.16773 0.30367
H 1.61802 0.24931 -1.24186
H 1.75993 -0.09222 0.55889
H 0.65751 2.21723 0.23297
N -1.16157 1.42269 -0.17637
O 0.30996 -1.03604 -0.56923
S -2.05980 -0.06248 -0.35119
```

The data favor <C>; the next most stable structure lies 1.088 eV above it.

<A>
# C3H5NOS

One molecule with the formula C3H5NOS (the ωB97M-V functional and the def2-TZVPD basis, the Open Molecules 2025 dataset).

Computed properties:
**LUMO level**: 0.2767 eV
**M**: 103.15 g mol⁻¹
**Total charge**: 0
**SMILES string**: N/C=C\C(O)=S

Structure (XYZ):
```
11
C3H5NOS, DFT the ωB97M-V functional and the def2-TZVPD basis
C -0.97413 -0.74850 0.00123
C 0.37344 -0.94949 -0.00203
C 1.37068 0.07813 0.00066
H -2.65690 0.39887 -0.01164
H -1.15524 1.28147 -0.00050
H -1.60793 -1.60808 -0.00189
H 0.74531 -1.96019 0.02636
H 1.65630 1.92378 -0.02258
N -1.64652 0.41253 0.00190
O 0.88126 1.34569 0.00817
S 3.01374 -0.17421 0.00030
```

<B>
# C3H5NOS

One molecule with the formula C3H5NOS (the ωB97M-V functional and the def2-TZVPD basis, the Open Molecules 2025 dataset).

Computed properties:
**LUMO level**: 0.7986 eV
**M**: 103.15 g mol⁻¹
**Total charge**: 0
**SMILES string**: O=CC/C=N/S

Structure (XYZ):
```
11
C3H5NOS, DFT the ωB97M-V functional and the def2-TZVPD basis
C -0.83616 -0.53151 0.29141
C 0.47215 0.17046 0.49944
C -1.80138 0.40637 -0.40334
N 1.47897 -0.26158 -0.12943
O -2.12149 1.48454 0.00153
S 3.00316 0.39034 -0.06879
H -1.26412 -0.78246 1.26467
H 0.45930 1.03843 1.15778
H -0.67673 -1.43653 -0.29279
H -2.19410 0.00603 -1.35482
H 3.48038 -0.48409 -0.96564
```

<C>
# C3H5NOS

One molecule with the formula C3H5NOS (the ωB97M-V functional and the def2-TZVPD basis, the Open Molecules 2025 dataset).

Computed properties:
**LUMO level**: 0.7998 eV
**M**: 103.15 g mol⁻¹
**Total charge**: 0
**SMILES string**: C=CO/C=N\S

Structure (XYZ):
```
11
C3H5NOS, DFT the ωB97M-V functional and the def2-TZVPD basis
C 0.54128 -1.24555 -0.36391
C 0.25967 1.06195 -0.34892
C -0.37939 2.17651 -0.04457
H -0.94442 -1.69418 1.71126
H 1.33577 -1.01124 -1.12191
H 1.10497 1.08744 -1.07518
H -1.22583 2.11289 0.67191
H -0.11271 3.08576 -0.59264
N 0.31813 -2.46978 -0.17997
O -0.08455 -0.17080 0.16222
S -0.81291 -2.93300 1.18170
```

The data favor <A>; the next most stable structure lies 1.250 eV above it.

<A>
# C3H5NOS

One molecule with the formula C3H5NOS (the ωB97M-V functional and the def2-TZVPD basis, the Open Molecules 2025 dataset).

Computed properties:
**LUMO level**: 0.1581 eV
**M**: 103.15 g mol⁻¹
**Total charge**: 0
**SMILES string**: NC(=S)CC=O

Structure (XYZ):
```
11
C3H5NOS, DFT the ωB97M-V functional and the def2-TZVPD basis
C 0.93439 0.23275 0.04030
C -0.06117 -0.98212 0.24905
C -1.31070 -0.60069 -0.30086
H -0.44801 1.71385 0.18408
H 1.20489 2.21157 0.09376
H 0.32889 -1.87557 -0.20555
H 0.03211 -1.05735 1.32343
H -1.56887 -1.21633 -1.21145
N 0.46852 1.51818 -0.10984
O -2.11054 0.28545 0.04143
S 2.53048 -0.22974 -0.10435
```

<B>
# C3H5NOS

One molecule with the formula C3H5NOS (the ωB97M-V functional and the def2-TZVPD basis, the Open Molecules 2025 dataset).

Computed properties:
**LUMO level (spin up / spin down)**: -0.7672 / -0.7744 eV
**M**: 103.15 g mol⁻¹
**Total charge**: 0

Structure (XYZ):
```
11
C3H5NOS, DFT the ωB97M-V functional and the def2-TZVPD basis
C -1.55345 -0.47416 0.66925
C -1.12346 -0.92198 -0.47897
C 1.32445 1.09847 -0.34256
N 0.50509 -0.49089 1.73324
O 0.10058 -1.35831 -0.78540
S 1.27947 -0.59399 0.47189
H -2.21879 -0.11175 1.39788
H -1.87451 -1.27473 -1.27344
H 1.72476 1.69145 0.36107
H 0.20933 1.10888 -0.30871
H 1.62653 1.32701 -1.44426
```

<C>
# C3H5NOS

C3H5NOS as an isolated structure (the ωB97M-V functional and the def2-TZVPD basis, the Open Molecules 2025 dataset).

Computed properties:
**LUMO level**: -0.2079 eV
**M**: 103.15 g mol⁻¹
**Total charge**: 0

Structure (XYZ):
```
11
C3H5NOS, DFT the ωB97M-V functional and the def2-TZVPD basis
C -0.14233 1.13944 0.34250
C 0.40072 -0.02933 1.15339
C 0.28212 -0.86587 -0.03879
H -0.18079 -1.04714 -2.44661
H -1.10216 1.53109 0.61305
H 0.62198 1.73588 -0.17458
H 1.46911 0.19022 1.30557
H -0.47468 -0.12449 2.07119
N -0.34523 0.08468 -0.64506
O -1.06544 -0.10759 -1.82144
S 0.53670 -2.50688 -0.35921
```

The data favor <A>; the next most stable structure lies 4.916 eV above it.

<A>
# C3H5NOS

One molecule with the formula C3H5NOS (the ωB97M-V functional and the def2-TZVPD basis, the Open Molecules 2025 dataset).

Computed properties:
**LUMO level**: 0.0515 eV
**M**: 103.15 g mol⁻¹
**Total charge**: 0
**SMILES string**: C=CC(=S)NO

Structure (XYZ):
```
11
C3H5NOS, DFT the ωB97M-V functional and the def2-TZVPD basis
C 0.55042 -0.55707 -0.00870
C -0.87420 -0.74203 0.25752
C -1.89221 0.00933 -0.21916
H 2.84029 0.56884 0.14055
H 0.33458 1.50441 0.09754
H -1.11845 -1.54957 0.94508
H -2.92281 -0.28430 -0.13314
H -1.70436 0.84516 -0.87541
N 0.99262 0.72300 -0.07947
O 2.21312 1.31772 0.01730
S 1.58100 -1.83549 -0.14212
```

<B>
# C3H5NOS

One molecule with the formula C3H5NOS (the ωB97M-V functional and the def2-TZVPD basis, the Open Molecules 2025 dataset).

Computed properties:
**LUMO level**: 0.4255 eV
**M**: 103.15 g mol⁻¹
**Total charge**: 0
**SMILES string**: C1=NOCSC1

Structure (XYZ):
```
11
C3H5NOS, DFT the ωB97M-V functional and the def2-TZVPD basis
C -1.38136 -0.47550 -0.55234
C 0.85439 1.01784 0.31983
C 1.00956 -0.43722 0.54515
H -2.55591 -0.27366 -0.98318
H -1.01387 -1.39486 -1.13398
H 1.86877 1.52851 -0.04151
H 0.58607 1.63273 1.24230
H 2.14902 -0.84873 0.00476
N 0.14002 -1.32480 0.79955
O -1.26101 -0.58095 0.81240
S -0.39568 1.15664 -1.01297
```

<C>
# C3H5NOS

C3H5NOS as an isolated structure (the ωB97M-V functional and the def2-TZVPD basis, the Open Molecules 2025 dataset).

Computed properties:
**LUMO level**: 0.7407 eV
**M**: 103.15 g mol⁻¹
**Total charge**: 0

Structure (XYZ):
```
11
C3H5NOS, DFT the ωB97M-V functional and the def2-TZVPD basis
C 0.87737 -0.54872 0.36396
C 0.68848 0.95053 0.11361
C -0.32428 -0.68586 -0.54997
N -0.56949 0.74823 -0.63646
O -3.02405 -0.18626 -0.14369
S -1.75276 -0.05948 0.51007
H 1.84687 -0.89121 0.02097
H 0.72198 -1.02583 1.33946
H 0.60659 1.82404 0.88033
H 1.45815 1.25559 -0.52039
H -0.52887 -1.38102 -1.37789
```

The data favor <A>; the next most stable structure lies 0.559 eV above it.

<A>
# C3H5NOS

One molecule with the formula C3H5NOS (the ωB97M-V functional and the def2-TZVPD basis, the Open Molecules 2025 dataset).

Computed properties:
**LUMO level**: 0.5877 eV
**M**: 103.15 g mol⁻¹
**Total charge**: 0
**SMILES string**: O=C(S)[C@H]1CN1

Structure (XYZ):
```
11
C3H5NOS, DFT the ωB97M-V functional and the def2-TZVPD basis
C 0.43142 -0.21817 -0.22970
C -0.76350 0.27722 0.55454
C -1.23691 -0.44528 1.74232
H -0.58492 0.83395 -2.16203
H -1.48730 0.68888 -0.13325
H -0.76134 -1.39564 2.03298
H -2.30254 -0.46410 2.01930
H -1.08042 1.63327 2.09963
N -0.46512 0.83940 1.82383
O 1.27184 -0.84833 0.32228
S 0.54447 0.12074 -1.97529
```

<B>
# C3H5NOS

One molecule with the formula C3H5NOS (the ωB97M-V functional and the def2-TZVPD basis, the Open Molecules 2025 dataset).

Computed properties:
**LUMO level**: 0.3968 eV
**M**: 103.15 g mol⁻¹
**Total charge**: 0

Structure (XYZ):
```
11
C3H5NOS, DFT the ωB97M-V functional and the def2-TZVPD basis
C -0.44019 0.63517 -0.01483
C 2.05062 -0.12449 -0.46576
C 0.71887 0.09536 0.26161
N -1.54696 1.19594 -0.02975
O -2.14759 -1.29066 0.18157
S -2.84283 -0.05780 -0.18739
H 1.96863 -0.34547 -1.45077
H 2.67352 0.80937 -0.37017
H 2.51851 -0.98767 -0.06234
H 0.62053 -0.49496 1.18174
H -3.57312 0.56523 0.95608
```

The data favor <A>; the next most stable structure lies 1.950 eV above it.